No. 1
An isolated ion of composition C6H9Cl2N2 and charge +1 in a non-equilibrium geometry. Source: the Open Molecules 2025 dataset; level of theory: the ωB97M-V functional and the def2-TZVPD basis.

## Properties
- Charge: +1
- Multiplicity: 1
- Energy relative to the best compared isomer or geometry (same formula, charge and spin): 2.5067 eV
- Molecular weight: 180.06 g/mol
- Frontier orbital gap (alpha / beta): 7.20 / 7.20 eV

Last column: natural (NBO) charge in e.
Element x y z (Å)
C  -0.4755  1.0296  -0.4763  0.152
C  0.2827  0.3311  1.7237  0.485
C  1.3280  -0.3139  -1.2429  0.130
C  -0.1672  -0.2181  -1.2872  -0.192
C  -0.5286  0.0060  2.9706  -0.666
C  -0.8140  -0.1372  -2.6874  -0.629
N  -0.3661  1.0585  0.7770  -0.369
N  1.4469  -0.0879  1.4376  -0.662
Cl  2.1519  -1.7035  -1.4381  0.346
Cl  -0.7507  -1.6506  -0.2333  0.008
H  -0.8460  1.9072  -1.0163  0.228
H  1.8741  0.6068  -1.0137  0.269
H  0.1251  -0.2467  3.7648  0.245
H  -1.0825  -0.8240  2.6586  0.243
H  -1.2088  0.8915  2.9843  0.254
H  -0.6748  -1.1131  -3.2869  0.267
H  -0.3755  0.7258  -3.2661  0.251
H  -1.9177  0.1066  -2.5073  0.271
H  1.9987  -0.3683  2.1391  0.370

Cartesian forces, eV/Å:
C -0.461 -0.236 1.515
C -0.013 -1.842 0.457
C -0.172 -0.081 1.095
C 0.180 -0.991 0.733
C 0.324 2.754 -2.319
C -0.493 -0.502 -0.663
N -0.405 2.067 -1.193
N -2.000 2.210 -4.162
Cl 0.064 0.277 -0.290
Cl -0.096 0.520 -1.478
H 0.054 -0.164 0.085
H 0.237 -0.308 -0.510
H 0.196 0.179 1.085
H -1.088 -1.466 -0.144
H 0.425 -0.837 1.227
H -0.333 1.616 1.044
H -0.335 -0.883 0.591
H 1.497 -0.568 -0.389
H 2.416 -1.746 3.315


No. 2
A 11-piece molecular cluster, C22H67N5O11 overall in a non-equilibrium geometry. Source: the Open Molecules 2025 dataset; level of theory: the ωB97M-V functional and the def2-TZVPD basis.

## Properties
- Multiplicity: 1
- SMILES string: COC[C@H](C)N.NC(N)=O.NC(N)=O.CCO.CCO.CCO.CCO.CCO.CCO.CCO.CCO
- Energy relative to the best compared isomer or geometry (same formula, charge and spin): 0.0000 eV
- Molecular weight: 577.80 g/mol
- Frontier orbital gap: 9.26 eV

Last column: Mulliken charge in e.
Element x y z (Å)
C  2.8779  -3.5808  -1.2586  -0.783
O  3.0136  -2.8183  -0.0469  -0.053
C  4.0330  -3.3454  0.7804  -1.316
C  3.8458  -2.8012  2.1849  1.179
C  3.7212  -1.2704  2.1595  -1.192
N  4.9612  -3.2792  3.0445  -0.797
H  3.8749  -3.5976  -1.7231  0.353
H  2.2245  -3.0241  -1.9328  0.114
H  2.5115  -4.6027  -1.1358  0.295
H  4.0381  -4.4457  0.8468  0.349
H  5.0438  -3.1207  0.4021  0.363
H  2.8832  -3.1821  2.5444  -0.118
H  4.2664  -0.9127  1.2842  0.263
H  4.1205  -0.7167  3.0137  0.551
H  2.6642  -1.0086  2.1330  0.038
H  5.0901  -2.5946  3.7839  0.310
H  4.6365  -4.1185  3.5196  0.301
N  1.6492  3.2542  -5.0661  -0.266
C  0.3274  3.6556  -5.3816  0.361
N  -0.5457  3.5448  -4.3131  -0.205
O  0.0786  4.1159  -6.4999  -0.708
H  2.2912  3.6254  -5.7416  0.217
H  1.8498  3.0357  -4.0947  0.248
H  -1.5573  3.5254  -4.4349  0.335
H  -0.2651  3.0312  -3.4946  0.026
N  3.3585  1.5538  -0.7502  -0.259
C  3.0397  2.3948  -1.8416  0.519
N  4.1471  2.7929  -2.6600  -0.427
O  1.8656  2.6509  -2.2092  -0.532
H  4.2992  1.3886  -0.4824  0.181
H  2.6696  0.8709  -0.3935  0.133
H  3.8638  3.2500  -3.5111  0.207
H  5.0793  2.5137  -2.5000  0.157
C  -1.7506  4.5931  -0.4865  -0.901
C  -1.1274  4.6306  0.8818  -0.022
O  -0.5783  5.9560  1.0691  -0.579
H  -2.5297  5.3450  -0.6313  0.449
H  -2.1905  3.6221  -0.7345  0.146
H  -0.9904  4.8358  -1.2311  0.290
H  -0.3682  3.8961  1.1394  0.263
H  -1.8317  4.5216  1.7225  0.081
H  -1.3163  6.5702  1.0685  0.305
C  -4.1964  -1.0408  0.1685  -0.834
C  -4.5390  -1.7090  1.4682  -0.411
O  -3.3858  -1.5186  2.3182  -0.489
H  -4.8249  -1.1676  -0.7158  0.439
H  -3.2047  -1.3781  -0.1594  0.052
H  -4.0901  0.0463  0.2417  0.257
H  -4.7001  -2.7787  1.3358  0.242
H  -5.3725  -1.2016  1.9547  0.374
H  -3.6898  -1.3801  3.2227  0.218
C  0.7812  0.1010  -4.2801  -0.188
C  0.1709  -1.2739  -4.0195  -0.170
O  -0.9901  -1.5084  -4.8274  -0.528
H  -0.0062  0.8554  -4.3206  -0.227
H  1.2021  0.1123  -5.2975  0.479
H  1.6244  0.3842  -3.6558  0.082
H  -0.0390  -1.3792  -2.9602  -0.287
H  0.9284  -1.9872  -4.3728  0.405
H  -0.6086  -1.5115  -5.7143  0.364
C  -0.2823  0.9132  0.0488  -0.990
C  0.1469  -0.5165  -0.0868  1.271
O  1.4757  -0.5412  -0.6385  -0.153
H  -1.3532  1.0356  0.1846  0.373
H  0.0695  1.5424  -0.7734  0.067
H  0.2588  1.3792  0.8841  0.276
H  -0.5426  -0.9858  -0.8032  -0.191
H  0.1276  -1.1183  0.8241  -0.570
H  1.7615  -1.4751  -0.5826  0.128
C  -1.4380  2.7584  3.9900  -0.590
C  -1.2119  2.9022  5.4904  -0.311
O  -2.4400  2.9845  6.2225  -0.538
H  -2.2641  2.0678  3.8165  0.228
H  -0.6207  2.2442  3.4784  0.010
H  -1.5748  3.7591  3.5740  0.433
H  -0.5196  3.7070  5.7729  0.293
H  -0.7178  1.9939  5.8637  0.184
H  -3.0764  3.5340  5.7541  0.301
C  -0.6669  -2.0897  5.3116  -1.374
C  -0.0333  -1.2256  4.2224  0.551
O  -1.0122  -0.5719  3.4770  -0.109
H  -1.6065  -2.5407  4.9746  0.276
H  -1.0067  -1.4863  6.1630  0.306
H  0.0079  -2.8320  5.7371  0.407
H  0.6429  -1.9015  3.6796  -0.435
H  0.6391  -0.5149  4.7091  0.432
H  -1.7727  -1.1547  3.3172  0.069
C  -0.2982  -4.0134  1.1957  -0.097
C  0.3137  -5.3967  1.4187  -0.318
O  -0.7123  -6.3393  1.6542  -0.561
H  -0.8959  -3.6871  2.0512  0.233
H  -0.9837  -4.0867  0.3469  0.330
H  0.4393  -3.2448  0.9480  -0.341
H  0.9460  -5.3798  2.3149  0.254
H  0.9476  -5.5955  0.5586  0.183
H  -1.2395  -6.0202  2.3905  0.321
C  -3.2966  0.4455  -3.3454  -0.366
C  -3.1372  1.1533  -4.6747  -0.498
O  -3.1430  2.5775  -4.6155  -0.509
H  -3.9731  1.0712  -2.7530  0.363
H  -2.3543  0.2769  -2.8199  -0.248
H  -3.7211  -0.5530  -3.4527  0.361
H  -3.9034  0.8546  -5.4051  0.418
H  -2.2517  0.7859  -5.1991  0.211
H  -4.0600  2.8644  -4.6340  0.273

Cartesian forces, eV/Å:
C 0.879 0.851 -0.153
O -0.352 -1.225 -0.489
C 0.514 -0.311 0.480
C 0.122 0.351 0.591
C 0.196 -0.040 -0.120
N -0.712 0.160 -0.090
H -0.236 -0.281 -0.135
H -0.109 -0.096 0.117
H -0.024 0.091 0.353
H -0.485 0.072 -0.228
H -0.219 0.406 -0.029
H 0.006 -0.143 0.054
H -0.305 0.319 -0.052
H 0.161 -0.499 0.202
H 0.064 0.204 -0.486
H 0.119 -0.096 -0.083
H 0.305 0.004 -0.098
N -1.916 0.165 -0.429
C 0.956 0.292 -0.026
N -0.113 0.001 -0.478
O -0.243 -0.612 1.361
H 0.367 -0.096 0.248
H 0.238 0.240 -0.209
H 0.520 0.116 -0.528
H 0.459 0.049 0.000
N -1.334 1.342 -1.183
C 0.119 -1.438 -0.881
N -2.996 -0.002 1.431
O 2.482 -0.389 1.127
H 0.652 0.072 -0.117
H 0.191 0.680 -0.590
H 0.388 0.074 0.134
H 0.670 -0.276 0.094
C 0.078 -0.639 -0.560
C -0.747 1.475 1.209
O 0.612 -0.426 0.117
H -0.056 0.006 0.391
H 0.086 0.011 0.026
H 0.077 -0.208 -0.003
H 0.373 0.085 -0.709
H -0.382 -0.307 -0.622
H -0.029 0.015 -0.036
C 0.926 0.669 -1.195
C 0.376 0.546 0.126
O -0.117 -0.154 0.330
H -0.462 -0.506 0.447
H -0.083 -0.127 0.143
H -0.085 -0.081 0.471
H -0.276 0.023 0.080
H -0.310 -0.366 -0.140
H -0.225 -0.054 -0.161
C -0.248 -0.025 -1.241
C 1.063 0.383 -0.634
O 0.381 0.211 0.260
H 0.167 0.148 0.462
H -0.132 -0.055 0.059
H -0.301 -0.055 0.495
H -0.369 -0.357 -0.025
H -0.037 -0.306 0.748
H -0.517 -0.027 -0.094
C 0.868 0.944 0.807
C -0.162 -0.180 -1.065
O -0.421 -0.817 0.204
H -0.047 -0.082 0.105
H -0.269 -0.441 -0.459
H -0.387 -0.152 0.254
H 0.086 -0.243 0.044
H -0.180 0.405 0.221
H 0.281 0.804 0.160
C 0.307 0.070 0.354
C 0.210 -0.976 0.263
O 0.202 0.054 0.015
H -0.322 0.376 0.009
H 0.278 0.372 0.151
H -0.272 -0.336 -0.269
H -0.333 0.201 -0.306
H -0.256 0.074 -0.007
H 0.206 0.067 -0.098
C -0.547 0.561 0.865
C 0.246 -1.216 1.221
O 0.027 0.412 -0.346
H 0.337 -0.415 -0.296
H 0.189 0.166 -0.129
H -0.019 -0.164 -0.262
H -0.250 0.199 -0.745
H -0.245 0.378 -0.239
H 0.627 0.133 -0.269
C -0.168 -0.099 -0.334
C -0.187 1.470 1.069
O 0.155 -0.633 -0.742
H 0.136 0.055 0.068
H 0.001 0.061 0.001
H 0.072 -0.172 0.203
H 0.315 0.100 -0.183
H -0.291 -0.843 -0.085
H 0.006 0.057 0.033
C -0.237 0.230 0.191
C -0.104 -0.874 -1.374
O -0.073 -0.184 0.284
H 0.110 -0.318 0.299
H 0.042 0.436 0.024
H -0.171 0.086 -0.213
H -0.310 -0.042 0.461
H 0.371 0.550 0.346
H 0.057 0.068 0.035


No. 3
A 2-piece molecular cluster, C5H10O overall. Source: the Open Molecules 2025 dataset; level of theory: the ωB97M-V functional and the def2-TZVPD basis.

## Properties
- Multiplicity: 1
- Energy relative to the best compared isomer or geometry (same formula, charge and spin): 3.7770 eV
- Molecular weight: 86.13 g/mol
- Frontier orbital gap: 8.62 eV

Last column: natural (NBO) charge in e.
Element x y z (Å)
C  -1.4393  1.2067  -0.8833  -0.749
C  -0.3640  0.2050  -1.1172  0.168
C  -0.8673  -1.4369  1.5883  -0.859
C  0.9998  0.5364  -0.9880  0.375
O  1.2406  1.2058  -2.0060  -0.544
C  2.0460  0.0365  -0.0292  -0.708
H  -2.1358  1.1911  -1.7349  0.250
H  -1.0863  2.2316  -0.6808  0.210
H  -2.0213  0.8307  -0.0210  0.265
H  -0.7730  -1.3473  0.5038  0.221
H  -0.7535  -0.4572  2.0639  0.207
H  -0.0943  -2.1139  1.9604  0.218
H  -1.8537  -1.8415  1.8285  0.221
H  1.6340  -0.1258  0.9756  0.229
H  2.4415  -0.9182  -0.4072  0.252
H  2.8616  0.7705  -0.0055  0.244

Cartesian forces, eV/Å:
C 0.232 -0.158 -0.125
C -0.050 0.431 0.041
C -0.016 -0.006 0.155
C -0.039 -0.069 -0.019
O -0.020 -0.117 0.184
C -0.104 0.072 -0.041
H 0.138 0.056 0.303
H -0.142 -0.310 -0.048
H 0.196 0.089 -0.228
H -0.011 -0.061 0.085
H -0.014 -0.164 -0.092
H -0.117 0.095 -0.036
H 0.146 0.055 -0.027
H 0.135 0.045 -0.285
H -0.128 0.269 0.111
H -0.207 -0.225 0.023


Which of these has the highest molecular weight? C22H67N5O11